Molecular formula: C4H8N2S
Method: DFT, ωB97M-V/def2-TZVPD

Gap between HOMO and LUMO   9.65 eV
Highest occupied orbital energy   -8.9 eV
Structure (SMILES)   [H]/N=C1/N[C@@H](C)CS1

Geometry (Å):
H: 3.57958 -0.63964 0.00252
N: 2.75317 -1.21841 0.10426
C: 1.76828 -0.41867 -0.01427
N: 0.46702 -0.89897 -0.02210
C: -0.55965 0.08156 -0.43726
C: -1.90929 -0.32728 0.07336
C: -0.07388 1.39447 0.23676
S: 1.72751 1.39455 -0.13026
H: 0.43492 -1.88700 -0.15825
H: -0.58186 0.21412 -1.50769
H: -2.35042 -1.17176 -0.52538
H: -1.84133 -0.47430 1.11810
H: -2.55542 0.50321 -0.04079
H: -0.19448 1.18816 1.30266
H: -0.66416 2.25995 -0.00167

***

Molecular formula: C4H8N2S
Method: DFT, ωB97M-V/def2-TZVPD

Gap between HOMO and LUMO   8.90 eV
Highest occupied orbital energy   -8.3 eV
Structure (SMILES)   NC1CN(C=S)C1

Geometry (Å):
N: -2.17507 -0.53913 -0.69218
C: -1.05941 -0.10371 0.27971
C: -0.21957 1.14824 -0.01455
N: 1.01396 0.39171 0.13099
C: 2.36593 0.62231 -0.09312
S: 3.59777 -0.44083 -0.19876
C: 0.29649 -0.89438 0.33430
H: -3.02769 -0.03000 -0.28525
H: -2.44002 -1.51714 -0.16909
H: -1.35624 -0.17328 1.35851
H: -0.30363 2.07314 0.45415
H: -0.53320 1.03854 -1.16654
H: 2.57094 1.54450 -0.40669
H: 0.61765 -1.63758 1.09966
H: 0.65209 -1.48239 -0.63112

***

Molecular formula: C4H8N2S
Method: DFT, ωB97M-V/def2-TZVPD

Gap between HOMO and LUMO   8.87 eV
Highest occupied orbital energy   -8.1 eV
Structure (SMILES)   C[C@@H]1CN1C(N)=S

Geometry (Å):
C: 1.67540 0.12556 -0.58889
C: 0.90859 -0.52860 0.52677
C: 0.02103 -1.58706 0.01183
N: -0.46585 -0.40727 0.58451
C: -1.54149 0.39385 0.29093
N: -1.49248 1.71851 0.49338
S: -2.94564 -0.30164 -0.21083
H: 1.14105 0.04525 -1.55362
H: 2.69807 -0.34666 -0.69461
H: 1.83453 1.22176 -0.38944
H: 1.41116 -0.65368 1.56495
H: -0.00469 -1.53631 -1.03895
H: -0.29082 -2.58155 0.36376
H: -0.61265 2.25307 0.30609
H: -2.33620 2.18475 0.33411

***

Molecular formula: C4H8N2S
Method: DFT, ωB97M-V/def2-TZVPD

Gap between HOMO and LUMO   7.94 eV
Highest occupied orbital energy   -8.8 eV
Structure (SMILES)   C/N=C(\C=S)NC

Geometry (Å):
C: 2.66713 -0.39222 0.07128
N: 1.72016 0.68449 -0.18039
C: 0.45874 0.48997 -0.03131
C: -0.09761 -0.80010 0.46312
S: -1.30530 -1.64133 -0.19353
N: -0.41700 1.48286 -0.40885
C: -1.64424 1.77338 0.31017
H: 2.58178 -1.20172 -0.68543
H: 2.55729 -0.84682 1.02624
H: 3.69392 0.02896 -0.00737
H: 0.46674 -1.22188 1.30514
H: 0.10042 2.32127 -0.68675
H: -2.35288 0.93687 0.20244
H: -2.09129 2.65507 -0.16858
H: -1.49735 1.99191 1.35599

***

Molecular formula: C4H8N2S
Method: DFT, ωB97M-V/def2-TZVPD

Gap between HOMO and LUMO   9.61 eV
Highest occupied orbital energy   -8.9 eV
Structure (SMILES)   C/C=N\N=C/SC

Geometry (Å):
C: 2.11707 -0.35367 0.78114
C: 1.31064 0.50349 -0.08458
N: 0.54316 0.18557 -1.04747
N: 0.27340 -1.16318 -1.00183
C: -0.84957 -1.50831 -0.45846
S: -2.17882 -0.71773 0.42771
C: -2.21764 1.09865 -0.16374
H: 1.75748 -0.78549 1.75085
H: 2.64414 -1.14014 0.27382
H: 3.02549 0.38080 0.93157
H: 1.63348 1.52941 0.01292
H: -1.01214 -2.67271 -0.42293
H: -2.09972 1.42022 -1.27991
H: -3.29409 1.32491 -0.03280
H: -1.65289 1.89816 0.31371

***

Molecular formula: C4H8N3
Method: DFT, ωB97M-V/def2-TZVPD

Gap between HOMO and LUMO   8.78 eV
Net charge   +1
Highest occupied orbital energy   -12.9 eV

Geometry (Å):
C: -0.13160 -0.00399 -0.06981
C: -1.38454 1.63431 -1.04225
C: -0.92162 3.98780 -0.54855
C: 0.80501 -3.27275 0.28318
N: 0.14788 -1.05792 0.34981
N: -1.39508 2.93654 -0.94652
N: 0.66577 -2.02668 0.99440
H: -0.90797 1.17009 -1.86663
H: -2.28771 1.23262 -0.67162
H: -0.10729 4.00011 0.14911
H: -1.22122 4.96327 -0.90143
H: 0.53391 -3.12031 -0.71116
H: 1.72483 -3.79910 0.53543
H: 0.12711 -4.06907 0.66477
H: 0.62161 -1.93124 2.00231

***

Molecular formula: C4H8N3
Method: DFT, ωB97M-V/def2-TZVPD

Gap between HOMO and LUMO (spin up / spin down)   9.97 / 7.81 eV
Net charge   +1
2S+1   3
Highest occupied orbital energy (spin up / spin down)   -13.7 / -13.8 eV

Geometry (Å):
C: -1.57324 -0.83415 0.11385
C: -1.26148 0.21200 -1.03627
C: 1.11628 -1.06448 0.26826
C: 1.05802 0.49447 -0.08611
N: 0.28597 -1.88507 -0.33707
N: -1.20620 0.13331 1.02237
N: -0.41491 0.90028 0.01560
H: -0.66148 -0.33643 -1.89703
H: -2.20995 0.65255 -1.21320
H: 2.28760 -1.18054 0.15881
H: 1.00601 -1.24296 1.45999
H: 1.54760 1.18192 0.49840
H: 1.17643 0.83384 -1.15683
H: -0.88174 0.20358 1.96690
H: -0.26891 1.93167 0.22234

***

Molecular formula: C4H8N3O
Method: DFT, ωB97M-V/def2-TZVPD

Gap between HOMO and LUMO (spin up / spin down)   8.15 / 8.15 eV
Net charge   +1
Highest occupied orbital energy (spin up / spin down)   -13.5 / -13.5 eV
Structure (SMILES)   C[N+]1(C)N=CNC1=O

Geometry (Å):
C: -0.95390 -0.08269 -1.18872
N: -0.34964 -0.16600 0.15025
C: -1.39406 0.10065 1.25246
N: 0.17912 -1.42548 0.20732
C: 1.91955 -1.04024 -0.06331
N: 1.95973 0.22962 -0.18916
C: 0.82015 0.98374 0.09000
O: 0.57686 2.09615 0.16282
H: -0.32604 -0.57907 -1.95302
H: -1.83237 -0.56808 -1.06528
H: -1.10436 1.05735 -1.51439
H: -0.88242 0.50200 2.18160
H: -2.04231 0.88645 0.89779
H: -1.81716 -0.83891 1.60127
H: 2.49037 -1.92593 -0.10343
H: 2.75649 0.77042 -0.46622

***

Molecular formula: C4H8N3O
Method: DFT, ωB97M-V/def2-TZVPD

Gap between HOMO and LUMO   9.11 eV
Net charge   +1
Highest occupied orbital energy   -13.6 eV
Structure (SMILES)   CC1=[NH+]N=CON1C

Geometry (Å):
C: 0.90223 -1.36925 0.29434
C: -0.42374 -0.64238 0.12314
N: -1.58677 -1.31945 0.07038
N: -2.81434 -0.74124 0.02852
C: -2.88936 0.51716 -0.06016
O: -1.83013 1.28707 -0.20001
N: -0.53853 0.70048 0.04640
C: 0.49923 1.66804 -0.33229
H: 0.64505 -2.35957 0.12957
H: 1.14436 -1.35216 1.44311
H: 1.63551 -0.81918 -0.31096
H: -1.66539 -2.37677 0.25422
H: -3.82738 1.05143 -0.05721
H: 0.06030 2.69344 -0.33739
H: 1.37758 1.54838 0.42827
H: 0.90253 1.57820 -1.32647

***

Molecular formula: C4H8N3O
Method: DFT, ωB97M-V/def2-TZVPD

Gap between HOMO and LUMO   8.55 eV
Net charge   +1
Highest occupied orbital energy   -13.6 eV
Structure (SMILES)   CCC#[N+]O/C=N/N

Geometry (Å):
C: -2.03543 0.10970 -0.03496
C: -1.36139 -1.19139 0.51908
C: -0.01581 -1.36344 0.17346
N: 1.05502 -1.85232 0.02185
O: 2.27881 -1.39637 -0.27870
C: 2.31897 -0.01331 -0.27272
N: 1.20203 0.61021 -0.10170
N: 1.05734 1.89707 -0.07688
H: -3.11786 0.12190 0.35758
H: -1.98254 0.10249 -1.12346
H: -1.38299 0.99750 0.31455
H: -1.84287 -2.18778 0.40214
H: -1.29951 -0.85904 1.60555
H: 3.29300 0.30753 -0.51362
H: 0.14468 2.25560 -0.30179
H: 1.68854 2.46164 -0.69039

***

One value per record, in order, for energy relative to the best compared isomer or geometry (same formula, charge and spin): 63.38; 356.88; 200.67; 191.24; 343.74; 628.78; 537.37; 657.61; 481.23; 667.71 kJ/mol.